Entry from OMol25: a gas-phase ion, C13H14Cl2F5N2O (charge +1) at a distorted geometry (ωB97M-V/def2-TZVPD).

Last column: Mulliken charge in e.
Element x y z (Å)
1 Cl -1.82438 -1.84645 1.32133  -0.140
2 Cl -0.84853 -1.69776 -2.88286  -0.092
3 F -0.06816 3.51387 1.50152  -0.286
4 F 0.35901 4.11858 -0.53848  -0.291
5 F -1.85645 5.20780 0.23536  -0.233
6 F -2.35611 3.61227 -1.14899  -0.216
7 F -2.68235 3.35242 0.99800  -0.216
8 O -2.41248 1.01683 -0.23591  -0.527
9 N -0.21820 1.98180 -0.17133  0.101
10 N 0.98530 0.26491 -0.73822  0.171
11 C -1.93954 -2.16003 -0.43125  -0.085
12 C -1.89828 3.89231 0.06167  0.731
13 C -3.31027 -1.77010 -1.00453  -1.274
14 C -0.33960 -0.16721 -0.73709  -0.606
15 C 1.02869 1.53988 -0.40368  -0.273
16 C 2.15079 -1.55030 1.25992  0.493
17 C -0.70895 -1.56073 -1.11389  -0.185
18 C -0.44363 3.36311 0.23256  0.649
19 C -1.09346 0.91225 -0.37807  1.048
20 C 2.21536 -0.49883 -1.06445  -1.200
21 C 2.96622 -2.01791 2.36700  -1.454
22 C 2.99848 -0.86514 0.19454  -0.441
23 C 3.66195 -2.38119 3.25533  0.312
24 H -1.84047 -3.23152 -0.53778  0.515
25 H -2.67051 0.75523 0.66147  0.377
26 H -3.79696 -2.64464 -1.41197  0.327
27 H 1.90943 2.14910 -0.34239  0.506
28 H 0.13963 -2.17624 -0.84668  0.240
29 H 1.41828 -0.86282 1.67439  0.140
30 H 2.80152 0.14758 -1.70467  0.395
31 H 1.63619 -2.42088 0.85933  0.086
32 H -3.92848 -1.37484 -0.20844  0.345
33 H -3.23110 -1.00213 -1.75883  0.362
34 H 1.92099 -1.36947 -1.63426  0.422
35 H 3.39800 0.05650 0.61168  0.359
36 H 4.05094 -2.78656 4.15433  0.487
37 H 3.82713 -1.49970 -0.09466  0.451

Forces on atoms 1 to 6 (eV/Å):
0.10 0.08 0.27
0.04 -0.03 -0.23
-0.02 -0.05 0.07
-0.05 -0.10 0.13
-0.07 -0.30 -0.05
0.04 0.05 0.07

Values from the calculation:
Kohn-Sham gap: 9.4863 eV
2S+1: 1
SMILES: C#CCCCn1c[n+](C(F)(F)C(F)(F)F)c(O)c1[C@H](Cl)[C@H](C)Cl
Total charge: +1
E_HOMO: -12.97 eV
E_tot: -57360.41288 eV



Entry from OMol25: a molecular structure, C13H14CoN7O4 (ωB97M-V/def2-TZVPD).

Last column: Mulliken charge in e.
Element x y z (Å)
1 Co -0.67179 -0.04557 0.29550  -0.011
2 O 0.17784 1.66284 0.59246  -0.447
3 O 2.30452 2.25163 0.98523  -0.623
4 O -0.37774 -2.78400 -2.88733  -0.389
5 O -1.15685 -1.62035 -1.13421  -0.517
6 N 0.74712 -0.28303 4.10494  -0.468
7 N -4.51060 1.36753 0.61314  0.070
8 N 1.80303 0.34241 6.00094  -0.321
9 N -0.19746 -0.77630 1.93710  -0.390
10 N 2.16449 1.57757 4.08400  -0.186
11 N -2.58173 0.37672 0.35414  0.226
12 N 0.85781 -0.10339 -1.03888  -0.282
13 C -3.54594 -0.59941 0.53741  -0.704
14 C 2.01404 -1.06876 -2.85798  -0.489
15 C 0.93105 -1.01282 -2.00783  0.636
16 C 3.04044 -0.14147 -2.64920  -0.318
17 C -5.51904 2.42698 0.71142  -0.793
18 C -4.74317 0.01226 0.69976  -0.229
19 C 1.46209 1.67578 0.34149  0.374
20 C 2.95365 0.79236 -1.62499  -0.642
21 C 1.58766 0.56890 4.71596  0.666
22 C 1.81399 0.78590 -0.83451  0.762
23 C -3.20915 1.54823 0.40984  -0.145
24 C -0.29911 -1.85384 -1.98328  0.305
25 C 0.29908 -0.46675 2.97152  0.802
26 H -5.63384 2.91803 -0.25175  0.341
27 H -5.22010 3.14639 1.46902  0.350
28 H 3.90823 -0.15374 -3.29480  0.478
29 H 3.73639 1.51423 -1.43802  0.531
30 H 1.34123 -0.43490 6.44533  0.255
31 H -2.74307 2.51374 0.30310  0.545
32 H -3.31055 -1.64859 0.53331  0.434
33 H 2.78592 2.20478 4.57095  0.238
34 H 2.01516 1.75190 3.09757  0.049
35 H -6.46240 1.97319 0.99969  0.285
36 H -5.72796 -0.38540 0.86471  0.427
37 H 2.06030 -1.80112 -3.65111  0.552
38 H -1.20977 -3.28439 -2.80542  0.415
39 H 2.41982 0.91687 6.55194  0.213

Forces on atoms 1 to 6 (eV/Å):
0.12 0.21 -0.06
-0.19 -0.11 0.04
0.02 -0.02 0.11
-0.04 0.02 0.06
0.01 -0.09 0.04
-0.09 -0.20 0.33

Values from the calculation:
Kohn-Sham gap (spin up / spin down): 8.6095 / 6.4062 eV
2S+1: 5
Energy above the lowest of the compared OMol25 structures with the same formula, charge and spin: 0.00 kcal/mol
Total charge: +2
E_HOMO (spin up / spin down): -15.29 / -15.27 eV
E_tot: -69943.21311 eV



Entry from OMol25: a molecular structure, C13H14F3IMnN2 at a distorted geometry (ωB97M-V/def2-TZVPD).

Last column: Mulliken charge in e.
Element x y z (Å)
1 I 0.46704 3.03977 -1.05719  -0.024
2 Mn 1.20626 1.29823 0.69730  0.451
3 F -0.95053 1.21999 2.65462  -0.273
4 F -0.52450 -0.82086 1.93395  -0.221
5 F 0.93375 0.16789 3.27212  -0.327
6 N -1.43734 0.66217 -0.05933  0.075
7 N 0.87755 -0.78392 -0.43879  0.267
8 C -3.85240 0.01861 -1.31038  -0.432
9 C -2.52693 1.37306 0.16636  -0.171
10 C 1.63027 2.60043 1.94476  -0.815
11 C 1.94592 -2.84518 -1.12176  -0.854
12 C 1.94542 -1.59655 -0.50249  -0.021
13 C -3.76992 1.08306 -0.41318  -0.972
14 C 0.78222 -3.31448 -1.71591  -0.550
15 C 0.07860 0.40269 2.17078  0.708
16 C -0.33172 -2.47694 -1.64910  -0.922
17 C -0.28183 -1.21328 -1.01716  0.675
18 C -1.49281 -0.38457 -0.89287  0.649
19 C 2.88593 0.86350 0.47068  -1.433
20 C -2.69419 -0.70257 -1.57612  -0.935
21 H -1.26637 -2.83521 -2.07855  0.190
22 H 0.76070 -4.29580 -2.19892  0.400
23 H 2.87606 -3.40901 -1.11676  0.383
24 H 2.85469 -1.19358 -0.05339  0.238
25 H -2.70526 -1.52874 -2.29022  0.302
26 H -2.41598 2.21981 0.82758  0.473
27 H -4.79834 -0.24780 -1.78064  0.406
28 H 2.25487 0.67825 -0.52826  0.596
29 H 3.57899 1.79606 0.37397  0.463
30 H 1.16606 3.48386 1.42250  0.239
31 H 1.56005 2.13097 2.97644  0.382
32 H 2.73486 2.73541 1.74434  0.370
33 H 3.14235 0.18372 1.30015  0.305
34 H -4.63349 1.69103 -0.15453  0.377

Forces on atoms 1 to 6 (eV/Å):
-0.80 0.22 -1.32
-6.67 -1.48 -0.33
1.43 -0.86 -0.47
0.94 1.50 0.48
-1.08 -0.07 -0.80
0.19 1.58 -0.02

Values from the calculation:
Kohn-Sham gap (spin up / spin down): 3.2977 / 4.2163 eV
2S+1: 6
E_HOMO (spin up / spin down): -4.84 / -8.39 eV
E_tot: -64253.78014 eV



Entry from OMol25: a single C13H14N2OS2 molecule at a distorted geometry (ωB97M-V/def2-TZVPD).

Last column: Mulliken charge in e.
Element x y z (Å)
1 S 0.71443 1.75138 1.39967  -0.233
2 S 1.27559 -5.70842 3.89351  -0.292
3 O -1.01465 -3.92258 1.02605  -0.455
4 N 0.36340 -3.03752 3.52315  -0.247
5 N -0.31344 0.54182 -0.61115  -0.434
6 C -0.25480 -0.41149 0.33598  -0.818
7 C -0.25724 4.08616 -0.64266  -1.714
8 C -0.61285 -1.75111 0.15443  0.081
9 C 1.64139 2.97809 -1.80972  -1.678
10 C 0.16993 -2.18746 2.43854  0.035
11 C 0.48761 -0.82269 2.58049  -0.692
12 C 0.32207 0.00002 1.49936  0.340
13 C -0.76037 2.41655 -2.43599  -1.603
14 C 0.21574 2.80626 -1.24089  2.116
15 C 0.69767 -4.13451 3.73531  0.317
16 C -1.05386 -4.50394 -0.30683  -0.924
17 C 0.28831 1.72307 -0.30368  -0.245
18 C -0.48594 -2.64170 1.19428  0.854
19 H 2.29687 3.05234 -0.90962  0.408
20 H -0.86057 -2.14557 -0.83319  0.463
21 H -1.67424 2.08384 -1.99530  0.448
22 H -2.00179 -4.09806 -0.71332  0.345
23 H -1.24322 -5.60852 -0.25131  0.240
24 H -0.32369 1.59554 -3.05473  0.305
25 H -1.22477 3.91870 -0.20919  0.418
26 H 0.91401 -0.45440 3.47957  0.473
27 H -1.01102 3.32656 -3.00569  0.410
28 H -0.31738 4.88278 -1.47922  0.398
29 H 1.72799 3.92289 -2.35743  0.380
30 H 2.06673 2.16702 -2.28064  0.457
31 H 0.45389 4.51098 0.05024  0.432
32 H -0.22586 -4.33603 -0.87002  0.415

Forces on atoms 1 to 6 (eV/Å):
0.32 -0.99 -0.35
-1.30 3.29 0.01
1.71 0.08 0.90
-0.47 1.45 -0.54
1.44 2.81 -1.55
0.49 -0.25 -0.59

Values from the calculation:
Kohn-Sham gap: 8.2966 eV
2S+1: 1
Energy above the lowest of the compared OMol25 structures with the same formula, charge and spin: 61.02 kcal/mol
E_HOMO: -8.28 eV
E_tot: -40404.52560 eV



Entry from OMol25: 2 unconnected molecules or ions with the total composition C13H14OSi at a distorted geometry (ωB97M-V/def2-TZVPD).

Last column: Mulliken charge in e.
Element x y z (Å)
1 Si -1.31345 -0.50475 2.31876  0.654
2 O -0.18196 0.62151 1.63201  -0.511
3 C 0.20374 -1.22434 3.18933  -0.156
4 C -2.98890 -0.53881 1.90724  -0.976
5 C -0.44257 -1.86977 -1.45003  -0.886
6 C 2.07176 1.49801 -1.64922  -0.795
7 C 1.75068 -0.89382 -1.09022  -0.841
8 C -0.70027 1.81533 -2.01207  -0.764
9 C 0.89932 -1.98575 -1.15156  -0.186
10 C -0.93204 -0.61514 -1.70298  -0.082
11 C 1.24469 0.36543 -1.48035  1.491
12 C 1.58283 2.68796 -2.09492  -0.630
13 C 0.22688 -1.55196 4.47204  -0.580
14 C -0.15428 0.53967 -1.82841  0.588
15 C 0.16657 2.83188 -2.26414  -0.316
16 H 2.14794 3.63293 -2.05337  0.333
17 H -1.82174 1.78739 -2.15342  0.307
18 H 1.17365 -1.09939 2.60996  0.210
19 H 2.85771 -0.91217 -0.90197  0.313
20 H -3.57853 -1.42374 1.87370  0.314
21 H 1.13263 -1.82548 5.01070  0.257
22 H -3.40797 0.14771 1.13284  0.244
23 H 1.47004 -2.93257 -0.82471  0.227
24 H -0.68984 -1.67286 5.01114  0.237
25 H -1.97202 -0.56746 -2.05329  0.297
26 H -0.23185 3.81527 -2.60256  0.328
27 H -0.63361 1.22811 1.09158  0.294
28 H -1.03137 -2.80853 -1.26741  0.314
29 H 3.15197 1.45535 -1.66869  0.313

Forces on atoms 1 to 6 (eV/Å):
2.15 1.22 -1.60
-1.39 -1.69 1.54
0.20 -0.18 -0.26
0.87 0.53 -0.89
-0.40 -0.99 0.98
0.76 0.56 -0.88

Values from the calculation:
Kohn-Sham gap: 8.5628 eV
2S+1: 1
Energy above the lowest of the compared OMol25 structures with the same formula, charge and spin: 33.19 kcal/mol
SMILES: c1ccc2ccccc2c1.C=C[Si](=C)O
E_HOMO: -8.11 eV
E_tot: -23630.68447 eV



Entry from OMol25: a gas-phase ion, C13H15ClNO2 (charge +1) (ωB97M-V/def2-TZVPD).

Last column: Mulliken charge in e.
Element x y z (Å)
1 Cl -0.71864 0.65280 3.55596  -0.178
2 O 1.35847 1.62358 -0.82920  -0.377
3 O -1.54246 2.11171 -1.26120  -0.337
4 N 1.23801 0.69863 0.17152  0.265
5 C 2.26293 -3.52890 2.07710  -0.567
6 C 2.42465 -2.62816 1.06695  -0.839
7 C 1.45260 -3.22223 3.17715  -0.607
8 C 1.88073 -0.45043 0.11265  -0.153
9 C 0.44778 1.05457 1.21724  -0.337
10 C 0.92744 -1.07294 2.25461  0.724
11 C 0.28140 0.19116 2.25592  0.282
12 C -0.51200 2.28633 -2.19901  -0.609
13 C -3.65487 1.67002 -2.40107  -1.220
14 C -2.48589 1.10823 -1.60597  -0.260
15 C 0.58859 1.27887 -2.00988  -0.453
16 C 0.79039 -2.03182 3.27551  -0.820
17 C 1.74979 -1.38428 1.14640  0.622
18 H -2.03984 0.30429 -2.19954  0.293
19 H -2.82724 0.65553 -0.67861  0.366
20 H 2.49405 -0.61009 -0.75741  0.487
21 H -3.28308 2.02309 -3.35730  0.297
22 H 2.76888 -4.47700 2.00852  0.419
23 H 0.16975 -1.81538 4.12693  0.418
24 H 1.34030 -3.93971 3.97430  0.418
25 H -0.88394 2.18943 -3.22305  0.372
26 H -4.35080 0.85595 -2.57080  0.396
27 H 3.03101 -2.82538 0.19869  0.427
28 H 0.13048 0.30037 -1.88232  0.326
29 H 1.23797 1.20781 -2.87530  0.431
30 H -4.11964 2.47590 -1.84690  0.303
31 H -0.04754 2.00832 1.18736  0.532
32 H -0.10926 3.28973 -2.10924  0.376

Forces on atoms 1 to 6 (eV/Å):
-0.13 0.10 0.12
0.44 -0.20 0.06
0.35 0.10 0.35
-0.22 0.01 0.15
0.37 -0.02 -0.56
-0.31 0.26 0.19

Values from the calculation:
Kohn-Sham gap: 8.4137 eV
2S+1: 1
SMILES: CCOCCO[n+]1cc(Cl)c2ccccc2c1
Total charge: +1
E_HOMO: -12.92 eV
E_tot: -31823.61128 eV



Entry from OMol25: a single C13H15F3N4O7S molecule at a distorted geometry (ωB97M-V/def2-TZVPD).

Last column: Mulliken charge in e.
Element x y z (Å)
1 S 2.37501 -1.18963 -0.89838  1.128
2 F 4.49439 -1.01658 -2.44921  -0.206
3 F 2.75201 0.11945 -3.15512  -0.229
4 F 2.80933 -2.06136 -3.38844  -0.216
5 O -1.27684 -4.65211 -2.05866  -0.645
6 O -3.22561 -3.75093 -2.46571  -0.605
7 O -3.67094 0.41650 -1.67187  -0.217
8 O -2.40947 2.19523 -0.92763  -0.804
9 O 2.74397 -2.47827 -0.36507  -0.653
10 O 2.72497 0.01524 -0.17569  -0.608
11 O 1.11993 2.45446 0.40248  -0.112
12 N -2.44422 0.99982 -1.24454  0.841
13 N -0.02857 0.19734 0.93651  -0.109
14 N -2.01509 -3.63941 -2.17115  0.915
15 N -3.50952 -0.91642 -2.00232  -0.570
16 C -1.19355 1.06277 2.98315  -0.704
17 C -1.52815 -0.00709 -1.27951  -0.608
18 C 0.62478 -1.17693 -1.17106  -0.464
19 C 0.43573 2.56546 1.64088  -1.272
20 C -2.15929 -1.14469 -1.76471  1.250
21 C 0.00086 -2.34051 -1.55388  -0.349
22 C 2.28151 3.25554 0.29209  -0.928
23 C -0.60119 1.46760 1.62704  0.494
24 C -1.41173 -2.36651 -1.86548  -1.057
25 C 3.16080 -1.04086 -2.58555  0.726
26 C -0.56192 -0.97659 1.77004  -0.262
27 C -0.16707 0.06538 -0.64359  0.536
28 C -1.43410 -0.44568 2.92857  -0.666
29 H -0.09036 3.52710 1.75542  0.417
30 H 0.30403 -1.50084 2.20651  0.336
31 H -2.48207 -0.66375 2.64734  0.310
32 H 1.09813 2.49630 2.52170  0.480
33 H 2.73853 2.90577 -0.62085  0.258
34 H 3.00132 3.09083 1.10539  0.380
35 H -1.07211 -1.65769 1.10381  0.269
36 H -2.13354 1.61013 3.14558  0.355
37 H -1.25041 -0.94420 3.89906  0.331
38 H 0.33522 1.05737 -0.93026  0.322
39 H 0.55647 -3.27873 -1.69424  0.615
40 H -0.57197 1.35932 3.84260  0.357
41 H -1.41253 1.78833 0.97179  0.106
42 H 0.99734 0.25986 1.09517  0.586
43 H 2.09595 4.33902 0.20775  0.276

Forces on atoms 1 to 6 (eV/Å):
-1.66 -0.83 0.77
-0.76 -0.03 -0.11
0.32 -0.84 0.40
0.22 0.70 0.70
-0.89 1.53 -0.31
2.09 1.03 0.43

Values from the calculation:
Kohn-Sham gap: 7.6142 eV
2S+1: 1
SMILES: COC[C@@H]1CCC[N@H+]1[C@H]1C(S(=O)(=O)C(F)(F)F)=CC(=[N+]([O-])[O-])c2no[n+]([O-])c21
E_HOMO: -8.15 eV
E_tot: -52995.11576 eV



Entry from OMol25: a molecular structure, C13H15F4N3STc (ωB97M-V/def2-TZVPD).

Last column: Mulliken charge in e.
Element x y z (Å)
1 Tc 0.28499 0.31412 -0.95594  0.687
2 S 1.07774 4.58232 0.45089  -0.159
3 F 3.59684 -1.92985 4.05780  -0.243
4 F 5.06497 -0.74771 -0.24042  -0.246
5 F 1.07954 -1.43577 3.38859  -0.265
6 F 2.49305 -0.24688 -0.97373  -0.339
7 N 0.45734 -0.53882 0.67151  0.398
8 N 0.64140 2.04018 -0.51472  -0.583
9 N -1.76350 0.16941 -0.67521  0.261
10 C 4.38848 -1.35988 1.93281  -0.350
11 C -2.54567 1.43731 -0.43909  -0.616
12 C 2.02807 -1.27260 2.47606  0.605
13 C 1.72226 -0.83900 1.18085  -0.634
14 C 3.35149 -1.52654 2.82880  0.082
15 C 0.84246 3.16531 -0.08304  0.598
16 C -0.94006 -1.32528 -2.42608  -0.942
17 C -0.78269 -0.60121 1.47732  -0.566
18 C -2.14346 -0.52350 -1.94551  -0.352
19 C -1.93237 -0.76004 0.49876  -1.130
20 C -2.46870 2.44572 -1.56805  -1.364
21 C 4.10597 -0.92419 0.64590  -0.014
22 C 2.79877 -0.67579 0.30181  0.998
23 H -2.80322 3.41326 -1.19680  0.372
24 H -0.07285 -0.71262 -2.80027  0.474
25 H -0.83485 0.32488 2.05741  0.443
26 H -3.01687 -1.16006 -1.79051  0.351
27 H -3.11690 2.18539 -2.40164  0.455
28 H -0.76243 -1.43662 2.17199  0.535
29 H -2.15967 1.84850 0.49410  0.441
30 H -3.58160 1.13794 -0.26041  0.406
31 H -2.89620 -0.57943 0.97390  0.357
32 H -2.39931 0.23284 -2.68204  0.272
33 H -1.15096 -1.86464 -3.35135  0.493
34 H -1.45177 2.58662 -1.94204  0.291
35 H -1.93658 -1.78303 0.12232  0.404
36 H -0.58280 -2.07697 -1.71443  0.343
37 H 5.40909 -1.56338 2.23044  0.536

Forces on atoms 1 to 6 (eV/Å):
0.43 -0.36 0.19
0.03 0.00 -0.06
-0.03 0.00 0.00
-0.02 0.01 -0.03
0.00 0.01 -0.03
-0.12 0.01 0.03

Values from the calculation:
Kohn-Sham gap (spin up / spin down): 6.4087 / 6.6967 eV
2S+1: 2
Total charge: +2
E_HOMO (spin up / spin down): -15.79 / -15.90 eV
E_tot: -42079.61584 eV



Look up the 2S+1 of the sixth one.
1